Record 1
Density functional theory data (the ωB97M-V functional and the def2-TZVPD basis) for a cluster of 2 separate species, CH5ClO3Si in total.

The geometry in XYZ format:
```
11
Properties=species:S:1:pos:R:3:nbo_charge:R:1
O 0.737 1.311 -1.035 -1.204
Si 1.729 0.665 -0.140 2.362
O 1.634 0.329 1.375 -1.123
O 3.286 0.403 -0.600 -1.071
H 0.828 0.621 1.923 0.541
H 3.846 -0.088 -0.097 0.497
C -2.326 -0.608 -0.388 -0.557
Cl -3.795 -0.884 0.544 -0.070
H -2.476 -0.392 -1.370 0.214
H -1.678 -1.497 -0.336 0.202
H -1.786 0.140 0.123 0.211
```

Summary:
E_LUMO = -0.4 eV
structure (SMILES) = O=[Si](O)O.CCl


Record 2
Density functional theory data (the ωB97M-V functional and the def2-TZVPD basis) for a structure of composition C7H17NO2.

The geometry in XYZ format:
```
27
Properties=species:S:1:pos:R:3:nbo_charge:R:1
C -1.398 -0.977 0.033 -0.001
C -1.700 -2.101 -0.932 -0.654
C -2.431 0.120 0.043 -0.663
N 0.080 -0.071 -0.931 0.107
O -0.175 0.740 -2.041 -0.565
O 0.950 -1.073 -1.442 -0.622
H -0.051 0.201 -2.842 0.455
H 1.356 -1.461 -0.652 0.483
H -1.250 -1.392 1.027 0.208
H -2.620 -2.620 -0.641 0.214
H -2.480 0.617 -0.925 0.227
H -1.804 -1.738 -1.954 0.205
H -0.923 -2.869 -0.911 0.218
H -3.427 -0.293 0.240 0.216
H -2.240 0.842 0.835 0.215
C 0.653 2.096 1.025 -0.661
C 2.694 0.851 0.181 -0.654
C 1.367 0.782 0.884 0.122
C 1.034 -0.273 1.685 -0.532
H -0.426 1.986 0.926 0.219
H 3.337 1.601 0.647 0.220
H 0.861 2.522 2.010 0.222
H 0.940 2.836 0.276 0.216
H 2.543 1.127 -0.865 0.221
H 3.222 -0.103 0.201 0.204
H 1.653 -1.160 1.719 0.186
H 0.232 -0.190 2.402 0.193
```

Summary:
E_LUMO (alpha / beta) = 0.8 / 0.8 eV


Record 3
Density functional theory data (the ωB97M-V functional and the def2-TZVPD basis) for a structure of composition C4H4LuO2.

The geometry in XYZ format:
```
11
Properties=species:S:1:pos:R:3:nbo_charge:R:1
O -1.689 -0.173 -1.408 -0.900
C -0.384 0.223 -1.063 0.248
H -0.915 0.457 -0.036 0.281
C 0.965 -0.164 -0.781 -0.160
C 1.304 0.584 0.484 -0.434
C 0.001 -0.114 0.686 0.325
O -1.145 -0.482 1.459 -0.870
H 1.373 -1.108 -1.150 0.279
H 1.276 1.685 0.492 0.251
H 2.108 0.176 1.113 0.277
Lu -2.893 -1.085 0.204 1.704
```

Summary:
net charge = +1
E_LUMO (alpha / beta) = -5.5 / -4.5 eV


Number 1: calculated total energy -1016.5935 a.u.. Number 2: calculated total energy -481.9271 a.u.. Number 3: calculated total energy -1540.2752 a.u..